Below is a 4-piece molecular cluster, C2H11NO4 overall, with properties calculated with ωB97M-V with the def2-TZVPD basis set.

ORCA input file:
```
! RIJCOSX wB97M-V def2-TZVPD def2/J DEFGRID3
* xyz 0 1
O -4.00436 -0.43263 2.13289
O 2.03771 -0.09549 1.46593
O 0.70636 -1.15372 -1.22956
O -1.10905 -1.51331 0.99696
N 1.39622 0.96108 -1.11521
C 0.87356 -0.09933 -1.77620
C 1.00765 2.42271 -1.42059
H -0.36009 -1.12599 0.49544
H 1.09507 2.64533 -2.49306
H -4.86884 0.08984 2.01732
H 1.78302 3.07136 -0.92708
H -1.64594 -1.61219 0.24875
H 1.51322 -0.14025 2.34361
H 1.82725 0.79293 -0.18419
H -0.04771 2.57057 -1.24378
H 0.69134 0.23608 -2.77700
H 1.86760 -1.05807 1.40390
H -3.96106 -0.57627 1.17362
*
```

Values from the calculation:
HOMO level ... -9.75 eV
ΔE to the lowest compared entry with this formula, charge and spin ... 51.4 kcal/mol
E_LUMO ... 0.6 eV